<1>
The following is a DFT calculation (wB97M-V/def2-TZVPD) of C6H11NS as an isolated structure.

Summary:
molecular weight: 129.23 g mol⁻¹
highest occupied orbital energy: -8.51 eV
gap between HOMO and LUMO: 9.47 eV
E_LUMO: 1.0 eV
charge: 0

Element x y z (Å)
1 C 2.03 -0.26 -2.15
2 C 0.39 -0.63 0.02
3 C 0.13 -0.63 1.57
4 C -1.19 0.21 1.53
5 C -0.85 1.37 0.62
6 C -0.83 0.20 -0.40
7 H 1.17 0.31 -2.65
8 H 3.01 0.01 -2.57
9 H 1.90 -1.37 -2.32
10 H 0.31 -1.68 -0.32
11 H 0.85 -0.06 2.16
12 H 0.04 -1.61 2.01
13 H -1.77 0.36 2.41
14 H 0.08 1.96 0.74
15 H -1.65 2.03 0.45
16 H -0.98 0.34 -1.47
17 H -2.78 -0.05 0.32
18 N -1.88 -0.52 0.42
19 S 2.02 0.02 -0.38

***

<2>
The following is a DFT calculation (wB97M-V/def2-TZVPD) of C6H11NS as an isolated structure.

Summary:
molecular weight: 129.23 g mol⁻¹
highest occupied orbital energy: -8.63 eV
gap between HOMO and LUMO: 9.57 eV
E_LUMO: 0.9 eV
charge: 0

Element x y z (Å)
1 C 1.64 1.90 -0.88
2 C 0.40 1.00 -0.91
3 C -0.90 0.31 0.97
4 C -1.80 -0.95 0.84
5 C 0.13 -1.48 -0.29
6 C 0.40 -0.07 0.18
7 H 1.81 2.31 0.11
8 H 1.59 2.73 -1.56
9 H 2.52 1.30 -1.08
10 H 0.27 0.56 -1.98
11 H -0.65 0.66 1.99
12 H -2.48 -0.81 -0.01
13 H -2.39 -1.19 1.73
14 H -0.50 -2.41 1.42
15 H -0.32 -1.35 -1.31
16 H 1.02 -2.14 -0.31
17 H 1.29 -0.02 0.79
18 N -0.90 -2.09 0.58
19 S -1.12 1.74 -0.25

***

<3>
The following is a DFT calculation (wB97M-V/def2-TZVPD) of C6H11NS as an isolated structure.

Summary:
molecular weight: 129.23 g mol⁻¹
highest occupied orbital energy: -9.12 eV
gap between HOMO and LUMO: 9.20 eV
E_LUMO: 0.1 eV
charge: 0

Element x y z (Å)
1 C -0.18 0.37 0.48
2 C -3.95 -0.10 0.41
3 C 0.51 -0.59 -0.43
4 C 1.34 0.31 0.46
5 C 0.62 -0.36 -1.89
6 C 2.02 -0.30 1.66
7 N -4.29 -1.15 0.63
8 S -0.93 2.00 -0.05
9 H -3.61 0.88 0.19
10 H -0.87 0.16 1.36
11 H 0.35 -1.71 -0.31
12 H 1.96 1.05 0.12
13 H 1.34 -0.88 -2.42
14 H 0.78 0.63 -2.16
15 H -0.26 -0.53 -2.31
16 H 3.08 -0.59 1.38
17 H 1.34 -1.19 2.14
18 H 2.23 0.38 2.39
19 H -1.46 1.62 -1.65

***

Verdict on stability: <3> comes out at the bottom.

***

<1>
The following is a DFT calculation (wB97M-V/def2-TZVPD) of an isolated ion of composition C2H7N4O and charge +1.

Summary:
molecular weight: 103.10 g mol⁻¹
<S²>: 2.0118
spin multiplicity: 3
highest occupied orbital energy (alpha / beta): -12.54 / -14.37 eV
gap between HOMO and LUMO (alpha / beta): 8.75 / 6.27 eV
E_LUMO (alpha / beta): -3.8 / -8.1 eV
charge: +1

Element x y z (Å)
1 C -1.39 -1.17 -0.15
2 C -0.44 -0.04 -0.80
3 N -2.28 1.18 -0.07
4 N -1.06 0.99 -0.01
5 N 0.86 -0.30 -0.54
6 N 1.31 -0.26 0.80
7 O -2.42 -0.96 0.38
8 H -0.84 -2.21 -0.15
9 H -0.71 0.04 -1.93
10 H -2.84 1.43 0.86
11 H 1.67 -0.38 -1.14
12 H 2.09 0.38 0.96
13 H -0.60 1.23 0.90
14 H 1.65 -1.20 0.97

***

<2>
The following is a DFT calculation (wB97M-V/def2-TZVPD) of an isolated ion of composition C2H7N4O and charge +1.

Summary:
molecular weight: 103.10 g mol⁻¹
<S²>: 2.0076
spin multiplicity: 3
highest occupied orbital energy (alpha / beta): -10.08 / -13.72 eV
gap between HOMO and LUMO (alpha / beta): 6.07 / 7.26 eV
E_LUMO (alpha / beta): -4.0 / -6.5 eV
charge: +1

Element x y z (Å)
1 C -0.33 -0.35 -0.81
2 C 0.26 0.90 -0.16
3 N 1.42 0.25 0.59
4 N 1.55 -0.95 0.43
5 N 0.62 -1.36 -0.51
6 N -0.55 1.51 0.92
7 O 0.43 -2.59 -0.85
8 H -1.25 -0.49 -0.38
9 H -0.68 -0.12 -1.88
10 H 0.64 1.72 -0.83
11 H 0.09 1.91 1.60
12 H -1.01 0.71 1.55
13 H -1.43 2.12 0.48
14 H 0.24 -3.27 -0.15

***

Verdict on stability: <2> comes out at the bottom.